Record 1
Entry from OMol25: C34H44BiN12OS as an isolated structure (ωB97M-V with the def2-TZVPD basis set).

CARTESIAN COORDINATES (ANGSTROEM)
Bi: -0.158 0.549 0.203
S: 2.364 3.735 2.748
O: 3.529 1.785 -0.924
N: 4.794 -0.969 -4.448
N: 0.291 -0.084 2.760
N: -4.839 -1.974 3.394
N: -3.531 0.495 -0.167
N: -0.600 -0.882 -2.770
N: 4.191 -2.235 -1.089
N: 3.993 1.221 -2.020
N: 0.090 3.268 1.707
N: 0.879 2.230 1.306
N: 3.064 1.393 1.466
N: -1.788 -2.256 0.064
N: 0.962 -1.144 2.756
C: -1.908 0.762 6.238
C: -3.943 -0.001 2.170
C: 0.458 -0.017 -3.324
C: -4.357 -0.322 0.711
C: -2.586 -2.122 2.349
C: -1.270 1.275 3.972
C: -1.068 -0.347 6.221
C: 0.291 1.437 -2.978
C: 0.313 2.371 -4.013
C: -0.264 4.124 -2.494
C: -3.580 -1.199 3.030
C: -4.194 -1.811 0.354
C: 4.472 -0.521 -3.440
C: 2.155 -1.651 -0.769
C: 1.499 -0.964 0.377
C: 3.990 -0.048 -2.166
C: 0.056 3.711 -3.777
C: 3.518 -1.170 -1.309
C: -2.002 1.569 5.112
C: -2.949 -2.537 0.900
C: 1.678 -1.487 1.631
C: -0.666 5.080 4.334
C: 3.023 -2.917 -0.488
C: -0.440 0.153 3.943
C: 2.161 2.265 1.750
C: -1.934 -0.375 -3.080
C: -0.451 -2.219 -3.336
C: 2.621 -2.588 1.901
C: -0.273 3.201 -1.455
C: 0.021 5.348 2.990
C: 0.057 1.868 -1.677
C: -0.339 -0.652 5.086
C: 0.688 4.129 2.441
C: 3.235 -3.265 0.942
H: -2.679 -1.084 -2.710
H: -1.334 4.224 4.245
H: -2.462 1.013 7.133
H: 0.759 6.143 3.101
H: -2.086 0.589 -2.595
H: 1.404 -0.376 -2.930
H: -4.182 -1.897 -0.735
H: -4.709 0.600 2.671
H: -1.125 -2.917 -2.835
H: 3.232 1.169 -0.182
H: 3.954 1.550 1.922
H: -3.165 -0.848 3.978
H: -0.520 3.548 -0.463
H: -0.979 -2.788 0.371
H: -3.745 0.340 -1.146
H: -0.675 -2.236 -4.412
H: -2.640 2.444 5.135
H: 0.520 2.036 -5.023
H: -4.618 -2.771 3.990
H: -5.426 -0.092 0.591
H: -3.043 0.609 2.117
H: 0.074 4.420 -4.594
H: 2.756 -3.796 -1.082
H: 0.575 -2.570 -3.209
H: -3.199 -3.608 0.896
H: -1.301 1.926 3.106
H: -3.659 1.484 0.022
H: -1.954 -2.475 -0.912
H: -1.649 -1.569 2.298
H: 0.329 -1.501 5.062
H: 0.063 4.868 5.117
H: -1.250 5.949 4.638
H: 0.504 -0.121 -4.418
H: -5.508 -1.375 3.879
H: -5.095 -2.355 0.664
H: -5.275 -2.318 2.538
H: -0.501 5.162 -2.297
H: 2.777 -2.822 2.947
H: -2.090 -0.245 -4.161
H: -0.972 -0.963 7.106
H: -2.397 -2.999 2.976
H: 1.435 -1.780 -1.579
H: -0.722 5.675 2.262
H: 3.935 -4.063 1.155

Computed properties:
Highest occupied orbital energy = -9.84 eV
Spin multiplicity = 1
Kohn-Sham gap = 0.23590 Ha
Total charge = +1
Energy = -72562.911 eV

Record 2
Entry from OMol25: a 5-piece molecular cluster, C5H23N2O4S overall (ωB97M-V with the def2-TZVPD basis set).

CARTESIAN COORDINATES (ANGSTROEM)
S: 0.658 3.831 0.416
O: 0.923 -0.640 -1.841
O: 1.360 2.028 -2.644
O: -2.546 -1.666 0.630
O: -2.036 0.341 -2.753
N: -0.624 0.579 1.756
N: 0.258 -1.967 0.665
C: 0.792 0.257 1.616
C: -1.149 1.812 1.071
C: 0.944 -1.242 1.784
C: -0.357 2.414 -0.066
C: 0.827 -3.284 0.305
H: 0.177 -1.362 -0.167
H: -1.549 0.599 -1.964
H: 0.217 1.676 -0.608
H: -0.750 -2.124 0.882
H: 1.865 -3.167 0.007
H: 0.428 -1.597 2.680
H: -0.961 2.850 -0.856
H: 2.235 2.285 -2.326
H: 1.973 -1.589 1.884
H: 1.184 0.576 0.659
H: 1.442 0.766 2.340
H: 0.743 -3.960 1.140
H: 1.555 3.292 1.253
H: 1.299 1.776 -3.566
H: 0.874 0.336 -1.890
H: -1.486 2.519 1.816
H: -1.353 0.287 -3.435
H: -0.828 0.731 2.728
H: -2.731 -0.859 0.147
H: -3.233 -2.332 0.474
H: 1.724 -0.956 -2.264
H: 0.231 -3.706 -0.493
H: -2.105 1.496 0.622

Computed properties:
Highest occupied orbital energy = -11.87 eV
Spin multiplicity = 1
Kohn-Sham gap = 0.33643 Ha
Energy above the lowest of the compared OMol25 structures with the same formula, charge and spin = 15.57 kcal/mol
Total charge = +1
Energy = -27557.316 eV

Record 3
Entry from OMol25: a 2-piece molecular cluster, C14H30NO3 overall (ωB97M-V with the def2-TZVPD basis set).

CARTESIAN COORDINATES (ANGSTROEM)
O: 6.489 1.042 -1.215
O: 4.276 -0.231 2.920
O: 5.179 -0.927 -0.471
N: 3.189 0.957 0.586
C: 0.920 -0.487 1.917
C: -6.667 -1.158 -2.617
C: 5.478 0.396 -0.359
C: -3.861 -0.619 -1.313
C: 1.166 1.085 2.310
C: 4.682 1.269 0.825
C: 2.304 1.857 1.419
C: 4.333 -0.148 4.389
C: -3.388 0.630 -2.063
C: -2.117 0.402 -2.866
C: -5.332 -1.542 -3.235
C: 5.217 0.701 2.279
C: 0.427 -0.743 0.371
C: -4.239 -1.813 -2.197
H: -3.072 -0.938 -0.622
H: 5.560 1.599 2.948
H: -3.199 1.423 -1.330
H: 6.204 0.080 2.038
H: 1.518 1.109 3.447
H: 4.422 -1.226 4.893
H: 1.766 2.703 0.797
H: -5.012 -0.763 -3.935
H: -1.302 0.066 -2.218
H: 4.933 2.407 0.725
H: -4.565 -2.634 -1.546
H: -4.718 -0.346 -0.685
H: 1.293 -0.684 -0.417
H: -1.804 1.335 -3.346
H: 0.028 -0.867 2.613
H: -4.179 1.004 -2.722
H: 1.853 -1.151 2.232
H: 3.345 0.389 4.740
H: -5.474 -2.451 -3.832
H: -0.493 -0.049 0.136
H: 0.159 1.707 2.286
H: 0.016 -1.861 0.319
H: -7.026 -1.943 -1.945
H: 5.257 0.468 4.791
H: 3.012 2.420 2.195
H: -6.597 -0.224 -2.052
H: -3.346 -2.179 -2.716
H: -7.417 -1.015 -3.402
H: 3.046 1.291 -0.415
H: -2.264 -0.342 -3.654

Computed properties:
Highest occupied orbital energy = -4.07 eV
Spin multiplicity = 1
Kohn-Sham gap = 0.24219 Ha
Total charge = -1
Energy = -22633.173 eV

Record 4
Entry from OMol25: a 2-piece molecular cluster, CH2N2S overall (ωB97M-V with the def2-TZVPD basis set).

CARTESIAN COORDINATES (ANGSTROEM)
S: 0.197 -0.617 -1.898
N: 0.845 -0.500 1.719
N: -0.585 0.756 0.219
C: 0.250 0.210 1.031
H: -0.366 1.754 -0.141
H: -0.342 -1.603 -0.930

Computed properties:
Highest occupied orbital energy (spin up / spin down) = -10.26 / -10.22 eV
Spin multiplicity = 1
Kohn-Sham gap (spin up / spin down) = 0.24587 / 0.24481 Ha
Energy above the lowest of the compared OMol25 structures with the same formula, charge and spin = 69.89 kcal/mol
Total charge = 0
Energy = -14880.550 eV

Record 5
Entry from OMol25: C30H51NOP3Sc as an isolated structure (ωB97M-V with the def2-TZVPD basis set).

CARTESIAN COORDINATES (ANGSTROEM)
Sc: 0.724 -0.002 -0.099
P: -1.930 -0.398 -0.004
P: 1.711 -2.417 -0.189
P: 1.065 2.443 -0.833
O: 2.069 0.387 2.849
N: 0.947 -0.267 -2.164
C: 3.415 -2.981 0.263
C: -0.650 3.417 1.163
C: -3.139 -2.044 4.133
C: 3.649 -2.940 1.779
C: -3.292 -2.155 1.717
C: -2.463 -1.662 -1.237
C: 0.490 -3.591 0.600
C: -3.273 1.441 -1.626
C: 0.701 0.802 -3.166
C: -0.458 3.416 -0.366
C: 3.861 -4.326 -0.333
C: 1.617 -2.737 -2.021
C: -2.393 -1.085 1.617
C: 2.715 3.881 0.915
C: -3.113 0.941 -0.310
C: 0.351 -3.280 2.100
C: 0.737 -5.079 0.332
C: -4.673 2.600 0.486
C: -1.851 -0.503 2.782
C: -2.234 -0.985 4.034
C: -4.854 3.067 -0.807
C: 2.554 3.496 -0.561
C: 0.957 2.239 -2.679
C: -3.813 1.547 0.750
C: -4.150 2.490 -1.853
C: 1.025 -1.583 -2.851
C: 2.688 4.718 -1.481
C: 1.547 0.216 1.823
C: -0.560 4.825 -0.962
C: -3.656 -2.629 2.978
H: -1.276 2.814 -0.811
H: -2.713 0.993 -2.451
H: 3.755 -4.355 -1.425
H: -2.122 -1.358 -2.237
H: -3.563 -1.721 -1.229
H: -5.229 3.054 1.316
H: -0.152 4.284 1.624
H: 1.334 0.610 -4.051
H: 3.680 5.163 -1.305
H: 0.016 -1.810 -3.172
H: -0.274 2.503 1.656
H: -1.133 0.319 2.719
H: 1.628 -1.468 -3.770
H: -0.186 -5.626 0.585
H: -0.686 -3.494 2.395
H: -3.683 1.185 1.772
H: -0.291 4.851 -2.029
H: 3.328 -1.986 2.221
H: -3.711 -2.615 0.822
H: 1.024 -3.896 2.721
H: -1.828 -0.533 4.933
H: -4.297 2.852 -2.879
H: -3.434 -2.413 5.114
H: -2.024 -2.632 -0.975
H: 1.537 -5.474 0.977
H: 3.372 2.793 -0.814
H: -5.558 3.885 -1.008
H: 4.929 -4.463 -0.099
H: 1.847 -0.118 -1.971
H: 2.452 0.206 -0.256
H: 1.933 5.488 -1.267
H: -1.728 3.477 1.375
H: -4.351 -3.459 3.056
H: 0.540 -2.217 2.325
H: 1.901 2.617 -3.102
H: 0.052 5.554 -0.406
H: 2.638 -2.960 -2.367
H: 3.315 -5.176 0.099
H: 0.974 -5.304 -0.720
H: -0.470 -3.305 0.125
H: -1.612 5.148 -0.878
H: 4.040 -2.189 -0.192
H: 4.730 -3.043 1.957
H: 3.712 4.327 1.040
H: 3.143 -3.769 2.295
H: 2.628 4.446 -2.543
H: 2.654 3.005 1.577
H: 1.028 -3.653 -2.200
H: 0.162 2.901 -3.061
H: -0.324 0.677 -3.497
H: 1.968 4.626 1.231

Computed properties:
Highest occupied orbital energy = -14.18 eV
Spin multiplicity = 1
Kohn-Sham gap = 0.27252 Ha
Total charge = +2
Energy = -84028.612 eV

Record 6
Entry from OMol25: a 3-piece molecular cluster, C4H12O3 overall (ωB97M-V with the def2-TZVPD basis set).

CARTESIAN COORDINATES (ANGSTROEM)
O: -2.861 1.371 -0.075
O: 3.107 0.878 -0.612
O: -1.061 -1.738 -1.870
C: 0.049 0.421 0.535
C: 0.148 -1.168 -1.388
C: -0.052 0.820 1.972
C: 0.066 -0.817 0.067
H: 0.293 1.209 -0.169
H: -0.005 -0.022 2.657
H: 0.774 1.490 2.204
H: 0.975 -1.848 -1.570
H: 2.503 0.587 0.081
H: -1.328 -2.461 -1.282
H: -3.149 1.198 -0.986
H: -0.048 -1.649 0.760
H: 3.721 0.144 -0.731
H: -0.984 1.329 2.196
H: -2.485 0.514 0.164
H: 0.337 -0.258 -1.952

Computed properties:
Highest occupied orbital energy = -9.96 eV
Spin multiplicity = 1
Kohn-Sham gap = 0.39055 Ha
Energy above the lowest of the compared OMol25 structures with the same formula, charge and spin = 21.61 kcal/mol
Total charge = 0
Energy = -10484.202 eV